Entry 1:
The following is a quantum chemistry calculation of a molecular structure, C7H10N2O at a distorted geometry, from the OMol25 dataset.

Multiplicity: 1
HOMO-LUMO gap in eV: 9.78
Highest occupied orbital energy in hartree: -0.332
Net charge: 0

Last column: natural (NBO) charge in e.
Positions of all 20 atoms, in Å:
O -0.65 -2.74 1.71  -0.977
N 1.02 0.07 0.26  -0.386
N -1.52 -2.58 -0.40  -0.531
C -0.92 0.76 0.83  -0.206
C -0.70 -1.77 0.01  0.498
C -1.14 0.78 -0.66  -0.205
C -0.34 -0.36 0.02  -0.040
C -0.14 1.92 -0.81  -0.412
C 0.46 1.42 0.53  -0.037
C 2.02 -0.10 -0.79  -0.432
H -0.64 2.89 -0.65  0.221
H 2.85 0.59 -0.59  0.208
H -1.55 -3.30 0.86  0.521
H -0.72 -1.92 2.25  0.477
H 2.41 -1.12 -0.75  0.216
H 0.51 1.99 -1.69  0.205
H 1.63 0.09 -1.80  0.176
H -1.59 0.74 1.69  0.243
H -2.05 0.58 -1.21  0.247
H 1.05 2.07 1.18  0.215

***

Entry 2:
The following is a quantum chemistry calculation of a molecular structure, C6H11N at a distorted geometry, from the OMol25 dataset.

Multiplicity: 1
HOMO-LUMO gap in eV: 6.83
Highest occupied orbital energy in hartree: -0.253
Net charge: 0

Last column: natural (NBO) charge in e.
Positions of all 18 atoms, in Å:
N -0.93 1.92 -1.24  -0.840
C 0.81 -0.10 0.75  0.012
C -0.70 -1.35 0.91  -0.183
C -0.43 -2.62 1.31  -0.428
C -0.41 0.04 1.43  -0.420
C 0.52 1.71 -1.10  -0.221
C 1.00 0.30 -0.74  -0.489
H 0.88 2.10 -2.06  0.199
H 2.07 0.32 -1.03  0.213
H -1.32 -1.20 0.02  0.221
H -1.35 1.40 -1.99  0.353
H -1.16 -3.42 1.24  0.211
H 0.97 2.41 -0.39  0.193
H -1.20 0.78 1.46  0.204
H 1.69 -0.54 1.22  0.207
H 0.59 -0.51 -1.34  0.222
H 0.41 -2.90 1.93  0.193
H -1.42 1.67 -0.39  0.352

***

Entry 3:
The following is a quantum chemistry calculation of a gas-phase ion, C4H8NO (charge +1) at a distorted geometry, from the OMol25 dataset.

Multiplicity: 1
HOMO-LUMO gap in eV: 9.97
SMILES: C[NH2+][C@]12C[C@@H]1O2
Highest occupied orbital energy in hartree: -0.503
Net charge: +1

Last column: natural (NBO) charge in e.
Positions of all 14 atoms, in Å:
O -1.41 0.69 -0.73  -0.447
N 0.70 0.60 0.42  -0.501
C -1.88 0.07 0.43  0.078
C 1.81 0.42 -0.50  -0.451
C -1.37 -1.30 0.01  -0.365
C -0.46 -0.07 -0.08  0.263
H -2.28 0.58 1.25  0.244
H 1.99 1.10 -1.31  0.266
H -1.58 -1.64 -1.12  0.263
H 0.53 1.63 0.50  0.464
H 0.92 0.28 1.33  0.448
H 2.79 0.43 -0.05  0.250
H 1.57 -0.74 -0.88  0.242
H -1.33 -2.05 0.74  0.246

***

Entry 4:
The following is a quantum chemistry calculation of a molecular structure, C2H2CsO3 at a distorted geometry, from the OMol25 dataset.

Multiplicity: 2
HOMO-LUMO gap (alpha / beta) in eV: 5.70 / 5.41
Highest occupied orbital energy (alpha / beta) in hartree: -0.234 / -0.224
Net charge: 0

Last column: Mulliken spin population.
Positions of all 8 atoms, in Å:
Cs 1.42 0.78 2.39  -0.001
O -2.28 -2.69 2.14  0.000
O 1.04 -0.26 -0.70  0.721
O 0.89 1.81 -0.68  0.118
C 0.41 0.75 -1.42  -0.078
C -1.54 -1.84 2.12  -0.001
H 0.74 0.79 -2.48  0.110
H -0.70 0.67 -1.38  0.130

***

Entry 5:
The following is a quantum chemistry calculation of 2 unconnected molecules or ions with the total composition CH5N2S at a distorted geometry, from the OMol25 dataset.

Multiplicity: 1
HOMO-LUMO gap (alpha / beta) in eV: 8.00 / 8.00
Highest occupied orbital energy (alpha / beta) in hartree: -0.520 / -0.520
Net charge: +1

Last column: natural (NBO) charge in e.
Positions of all 9 atoms, in Å:
S -1.24 -0.56 -2.20  0.365
N 0.34 -0.08 1.28  -0.727
N -0.30 -0.20 -0.85  -0.659
C -0.61 -0.20 0.41  0.341
H 0.26 0.04 2.30  0.445
H 1.37 -0.14 1.19  0.435
H -0.73 0.57 -2.84  0.153
H -1.66 -0.08 0.80  0.268
H 1.38 -0.19 -0.99  0.379

***

no.,total energy (Eh)
1,-457.23854
2,-289.75947
3,-286.76904
4,-323.11487
5,-548.40929